[1]
The following is a DFT calculation (wB97M-V/def2-TZVPD) of C2H7N3O2 as an isolated structure.

Atoms and positions in Å:
C  -0.2878  0.6354  0.6311
C  0.9181  -0.2138  0.4622
N  -0.3547  1.4880  -0.4995
N  1.1068  1.3148  -0.5247
N  1.0110  -1.3231  -0.3126
O  -1.5258  -0.4700  0.8022
O  -1.7373  -1.1183  -0.4797
H  -2.6385  -0.8450  -0.6953
H  -0.7535  1.0597  -1.3307
H  1.5131  2.1483  -0.1006
H  -0.4104  1.1283  1.5922
H  1.5901  -0.2256  1.3214
H  1.2827  -2.1758  0.1546
H  0.2861  -1.4029  -1.0207

Computed properties:
Relative energy (zero: lowest compared OMol25 entry of this formula, charge and spin) = 7.711 eV
Total charge = 0
Frontier orbital gap = 9.375 eV
2S+1 = 1

***

[2]
The following is a DFT calculation (wB97M-V/def2-TZVPD) of an isolated ion of composition C4H10N and charge +2.

Atoms and positions in Å:
C  -0.9115  -0.7874  0.0784
N  0.2823  -0.8160  0.9442
C  1.2048  0.0523  0.1317
C  0.4126  1.0751  -0.5929
C  -1.0380  0.5814  -0.6407
H  -0.7325  -1.5969  -0.6044
H  -1.9241  -1.0898  0.5165
H  0.8506  -1.6968  0.8220
H  0.2041  -0.2565  1.7521
H  1.5231  -0.5751  -0.6533
H  2.0117  0.1721  0.8432
H  0.4212  1.9629  0.0460
H  0.7962  1.3249  -1.5724
H  -1.4887  0.6699  -1.6273
H  -1.6451  1.2694  0.0090

Computed properties:
Relative energy (zero: lowest compared OMol25 entry of this formula, charge and spin) = 2.935 eV
Total charge = +2
Frontier orbital gap (spin up / spin down) = 14.917 / 6.665 eV
⟨S²⟩ = 0.75
2S+1 = 2

***

[3]
The following is a DFT calculation (wB97M-V/def2-TZVPD) of a 11-piece molecular cluster, C54H60O26S4 overall.

Atoms and positions in Å:
O  -2.3929  2.4745  7.3929
C  -2.3839  3.5513  7.9513
C  -3.1485  3.8162  9.1765
C  -3.0372  5.0609  9.7692
C  -2.4037  6.2112  9.2047
O  -2.3972  7.2743  9.7590
C  -1.6978  5.9216  7.9490
C  -1.6735  4.7453  7.3374
H  -3.6322  3.0952  9.8188
H  -3.5082  5.2768  10.7168
H  -1.1552  6.7564  7.5305
H  -1.0994  4.5825  6.4373
O  -10.5215  -3.9075  -0.7971
C  -10.5274  -2.7403  -0.3705
C  -11.5109  -2.1885  0.5715
C  -11.5759  -0.8630  0.9551
C  -10.5127  0.0927  0.6285
O  -10.4548  1.3148  0.9403
C  -9.4497  -0.4595  -0.1925
C  -9.3554  -1.8138  -0.5375
H  -12.2441  -2.8983  0.9250
H  -12.4210  -0.5996  1.5738
H  -8.5989  0.2008  -0.2739
H  -8.5439  -2.1235  -1.1794
O  4.2430  -4.6263  -7.7420
C  5.2871  -4.0598  -7.4989
C  5.4650  -3.3320  -6.2807
C  6.6126  -2.7135  -5.8981
C  7.7296  -2.5891  -6.7906
O  8.6044  -1.6392  -6.6480
C  7.6978  -3.4062  -8.0026
C  6.5980  -4.2091  -8.2112
H  4.7731  -3.4980  -5.4683
H  6.6396  -2.3153  -4.8946
H  8.6584  -3.4000  -8.4961
H  6.5596  -4.8997  -9.0407
O  0.6678  5.5293  -2.6019
C  0.5053  6.0115  -3.7177
C  0.8026  5.2455  -4.9527
C  0.5695  5.8390  -6.1120
C  0.1144  7.1430  -6.4294
O  0.1265  7.5916  -7.6072
C  -0.3949  7.7126  -5.1764
C  -0.1784  7.2419  -3.8760
H  1.2147  4.2498  -4.8803
H  0.5624  5.2322  -7.0054
H  -1.0487  8.5476  -5.3805
H  -0.6340  7.5650  -2.9516
O  -2.7582  -0.2548  0.1626
C  -1.5163  -0.1839  0.0507
C  -0.8877  -0.0858  -1.2373
C  0.4408  -0.2155  -1.3876
C  1.4523  -0.6625  -0.4035
O  2.6213  -0.9669  -0.5462
C  0.7785  -0.6316  0.9397
C  -0.5796  -0.3013  1.1437
H  -1.5618  0.1599  -2.0446
H  0.8474  -0.2172  -2.3881
H  1.4028  -1.0056  1.7376
H  -0.9187  -0.3710  2.1667
O  7.3215  5.4915  1.4037
C  6.5206  4.7632  1.9900
C  6.8802  4.3185  3.3603
C  6.1309  3.5763  4.1751
C  4.7994  3.0144  3.7111
O  3.9806  2.4600  4.4498
C  4.5015  3.4002  2.3098
C  5.2997  4.0938  1.4978
H  7.7845  4.7279  3.7858
H  6.5593  3.3433  5.1387
H  3.5916  2.9859  1.9013
H  4.8416  4.2765  0.5370
O  -1.7797  -5.0463  3.3677
C  -2.9964  -5.3701  3.3622
C  -3.7454  -5.9109  4.5141
C  -5.1156  -6.1021  4.4345
C  -5.8721  -5.7741  3.2527
O  -7.1139  -5.8123  3.2980
C  -5.0943  -5.4853  2.0108
C  -3.7972  -5.2432  2.0886
H  -3.1845  -6.1421  5.4076
H  -5.7378  -6.5441  5.1986
H  -5.5057  -5.4573  1.0127
H  -3.1797  -5.0395  1.2262
C  -0.1582  -0.3924  -9.7828
C  -1.3017  -1.2803  -9.8751
O  -2.1994  -0.7114  -8.8805
S  -2.7530  -1.6061  -7.6731
C  -3.4281  -3.0682  -8.6837
O  -1.6096  -1.9803  -6.8571
O  -3.8981  -0.8774  -7.0748
H  -0.4140  0.5811  -10.2011
H  0.7403  -0.8175  -10.2301
H  -0.0786  -0.0650  -8.7462
H  -1.8887  -1.4414  -10.7793
H  -0.9145  -2.2234  -9.4895
H  -4.0386  -3.6978  -8.0365
H  -2.6609  -3.7079  -9.1200
H  -3.9601  -2.6548  -9.5406
C  3.8254  -6.8056  -0.9941
C  2.4391  -6.5502  -0.4373
O  1.3796  -6.2680  -1.3607
S  0.8199  -7.5917  -2.2536
C  -0.1922  -6.5276  -3.3704
O  1.9152  -8.1464  -2.9895
O  -0.0375  -8.3211  -1.2707
H  3.9899  -7.3208  -1.9405
H  4.5064  -7.3852  -0.3709
H  4.3556  -5.8856  -1.2401
H  2.1458  -7.3232  0.2729
H  2.4402  -5.6399  0.1622
H  -1.0106  -7.1145  -3.7875
H  0.4538  -6.2698  -4.2096
H  -0.5922  -5.7154  -2.7634
C  8.7970  -2.6101  3.3222
C  9.7495  -2.2188  4.4432
O  10.3786  -0.9466  4.4801
S  10.5537  -0.0491  5.8599
C  12.0096  -0.7306  6.6239
O  10.8439  1.3357  5.5333
O  9.3942  -0.2583  6.8107
H  8.5136  -3.6272  3.5927
H  9.3407  -2.6854  2.3805
H  7.9565  -1.9320  3.1742
H  9.0110  -2.1404  5.2410
H  10.4582  -3.0184  4.6589
H  12.9458  -0.6074  6.0793
H  11.7429  -1.7401  6.9364
H  12.1336  -0.1684  7.5495
C  -6.9855  5.8490  5.2329
C  -6.6257  7.2188  4.5505
O  -5.3536  7.0579  4.0457
S  -5.2156  6.9726  2.3702
C  -5.9784  5.2398  2.0847
O  -5.9968  8.0739  1.7725
O  -3.7474  6.8975  2.1038
H  -8.0539  5.7788  5.4373
H  -6.5116  5.7951  6.2130
H  -6.6362  5.0011  4.6438
H  -7.2215  7.7091  3.7806
H  -6.4781  7.9899  5.3066
H  -5.8638  5.0047  1.0265
H  -7.0274  5.2813  2.3778
H  -5.3481  4.5459  2.6408

Computed properties:
SMILES string = O=C1C=CC(=O)C=C1.O=C1C=CC(=O)C=C1.O=C1C=CC(=O)C=C1.O=C1C=CC(=O)C=C1.O=C1C=CC(=O)C=C1.O=C1C=CC(=O)C=C1.O=C1C=CC(=O)C=C1.CCOS(C)(=O)=O.CCOS(C)(=O)=O.CCOS(C)(=O)=O.CCOS(C)(=O)=O
Total charge = 0
Frontier orbital gap = 7.942 eV
2S+1 = 1